A molecular structure, C5H8O, computed with wB97M-V/def2-TZVPD.

The HOMO-LUMO gap (alpha / beta) is 7.108 / 7.109 eV. The energy above the lowest of the compared OMol25 structures with the same formula, charge and spin is 5.2049 eV. The energy comes out at -270.366616 Eh. As for the highest occupied orbital energy (alpha / beta): -8.4 / -8.4 eV.

XYZ file:
```
14
Properties=species:S:1:pos:R:3:nbo_charge:R:1
O 1.87 -0.26 0.29 -0.711
C 0.94 0.46 -0.28 0.124
C -0.22 -0.24 -1.02 0.043
C -1.30 -0.51 -0.20 -0.334
C -1.11 0.10 1.03 0.011
C -0.04 1.06 0.97 -0.472
H 1.51 -1.61 -0.60 0.123
H 1.29 1.30 -0.92 0.134
H 1.03 -1.98 -1.11 -0.083
H -0.26 -0.30 -2.10 0.217
H -2.15 -1.13 -0.47 0.237
H -1.67 -0.15 1.93 0.217
H -0.37 2.02 0.56 0.254
H 0.48 1.24 1.92 0.242
```

---

9 unconnected molecules or ions with the total composition C24H51Cl4N5O10, computed with wB97M-V/def2-TZVPD.

The HOMO-LUMO gap is 3.686 eV. Its net charge is -2. The energy above the lowest of the compared OMol25 structures with the same formula, charge and spin is 0.0000 eV. The energy comes out at -3811.984366 Eh. As for the highest occupied orbital energy: 0.4 eV.

XYZ file:
```
94
Properties=species:S:1:pos:R:3:lowdin_charge:R:1
O -1.70 -1.71 -0.53 -0.284
C -0.89 -0.86 0.04 -0.550
C 0.40 -0.34 -0.71 -0.491
O 0.62 -0.70 -2.00 -0.342
H -0.62 -1.17 1.11 0.046
H -1.48 0.14 0.21 0.053
H 1.35 -0.49 -0.10 0.038
H 0.34 0.80 -0.70 0.041
C 3.33 -0.54 -4.25 -0.128
C 3.28 -2.02 -4.07 -0.087
O 4.63 -2.40 -4.41 0.057
C 5.43 -1.33 -4.31 -0.612
O 6.62 -1.36 -4.39 0.127
O 4.71 -0.23 -4.03 0.048
H 2.59 0.02 -3.68 0.118
H 3.11 -0.27 -5.29 0.119
H 2.63 -2.51 -4.79 0.130
H 2.98 -2.30 -3.06 0.133
C -4.18 2.47 -0.95 -0.001
C -5.04 1.74 0.07 -0.563
O -5.29 0.58 -0.08 0.086
N -5.53 2.56 1.07 -0.027
C -6.29 2.01 2.19 -0.078
H -3.13 2.19 -0.95 0.067
H -4.24 3.56 -0.77 0.065
H -4.58 2.35 -1.95 0.078
H -5.40 3.55 1.00 0.115
H -7.30 2.41 2.01 0.076
H -5.90 2.28 3.16 0.072
H -6.40 0.95 1.96 0.083
C 4.12 0.51 -0.57 -0.002
C 4.62 1.07 0.73 -0.559
O 5.16 0.35 1.55 0.011
N 4.47 2.41 0.95 0.002
C 3.90 3.38 0.04 -0.085
H 3.21 1.00 -0.95 0.071
H 3.89 -0.55 -0.53 0.090
H 4.90 0.59 -1.33 0.087
H 4.85 2.72 1.83 0.127
H 3.84 4.33 0.54 0.079
H 2.89 3.07 -0.24 0.068
H 4.46 3.38 -0.90 0.084
C -2.61 1.94 2.95 0.014
C -1.68 3.07 2.47 -0.554
O -1.27 3.94 3.23 -0.001
N -1.33 3.01 1.17 0.014
C -0.06 3.56 0.71 -0.090
H -2.09 1.00 2.75 0.069
H -3.52 1.94 2.37 0.048
H -2.74 2.18 4.01 0.078
H -1.64 2.18 0.65 0.082
H 0.60 3.65 1.58 0.067
H -0.16 4.52 0.21 0.074
H 0.34 2.82 0.01 0.048
C -0.31 1.38 -4.72 -0.011
C 0.07 0.33 -5.71 -0.564
O -0.15 -0.83 -5.54 0.077
N 0.73 0.76 -6.86 -0.025
C 1.14 -0.16 -7.87 -0.110
H -0.01 1.09 -3.69 0.078
H -1.39 1.38 -4.56 0.087
H 0.02 2.40 -4.92 0.063
H 0.69 1.75 -7.03 0.111
H 0.37 -0.31 -8.63 0.076
H 1.40 -1.10 -7.39 0.076
H 2.07 0.17 -8.36 0.073
C -2.18 -7.27 2.11 -0.020
C -2.12 -5.78 1.79 -0.581
O -3.14 -5.13 1.65 0.036
N -0.87 -5.29 1.78 0.009
C -0.53 -3.86 1.65 -0.066
H -1.25 -7.58 2.57 0.060
H -2.40 -7.86 1.21 0.071
H -3.05 -7.38 2.75 0.072
H -0.12 -5.94 1.88 0.112
H -0.40 -3.63 0.59 0.087
H 0.43 -3.67 2.12 0.058
H -1.31 -3.22 2.04 0.057
Cl 2.04 -1.06 2.72 0.614
C 1.31 0.56 2.81 -0.651
C 2.17 1.45 3.66 -0.655
Cl 1.97 1.15 5.41 0.542
H 0.26 0.43 3.09 0.040
H 1.22 1.02 1.82 0.065
H 2.05 2.51 3.45 0.063
H 3.22 1.24 3.40 0.040
Cl -1.72 -3.68 5.30 0.531
C -1.87 -1.96 4.87 -0.648
C -0.71 -1.11 5.34 -0.666
Cl -0.48 -1.23 7.12 0.487
H -2.79 -1.61 5.32 0.065
H -1.92 -1.93 3.79 0.064
H -0.90 -0.07 5.09 0.050
H 0.24 -1.41 4.91 0.025
```

---

9 unconnected molecules or ions with the total composition C53H53Cl2FNO2, computed with wB97M-V/def2-TZVPD.

The HOMO-LUMO gap is 6.979 eV. Its net charge is -1. The energy comes out at -3276.904372 Eh. As for the highest occupied orbital energy: -5.0 eV.

XYZ file:
```
112
Properties=species:S:1:pos:R:3:lowdin_charge:R:1
C 2.33 0.12 3.93 -0.101
C 2.28 0.34 2.39 -0.641
Cl 0.85 1.17 1.72 0.640
C 3.27 -0.10 1.57 -0.659
Cl 3.14 0.18 -0.21 0.666
N 4.39 -0.73 2.19 0.015
C 4.79 -1.99 1.55 -0.246
F 5.50 -2.73 2.55 -0.050
C 3.59 -2.89 1.10 -0.647
O 2.65 -3.23 1.84 -0.028
O 3.63 -3.34 -0.13 -0.111
H 3.02 -0.69 4.23 0.080
H 1.33 -0.12 4.36 0.076
H 2.72 1.07 4.39 0.081
H 5.17 -0.09 2.33 0.132
H 5.53 -1.84 0.72 0.146
C -2.55 1.84 1.77 -0.100
C -3.10 1.87 0.49 -0.090
C -4.47 2.03 0.33 -0.099
C -5.29 2.17 1.44 -0.108
C -4.74 2.14 2.71 -0.112
C -3.37 1.97 2.88 -0.084
H -1.48 1.71 1.89 0.006
H -2.46 1.77 -0.38 0.106
H -4.90 2.04 -0.67 0.098
H -6.36 2.29 1.31 0.097
H -5.38 2.25 3.58 0.087
H -2.94 1.94 3.87 0.103
C -8.45 -1.16 6.34 -0.100
C -7.27 -0.44 6.30 -0.096
C -6.70 -0.10 5.08 -0.092
C -7.33 -0.47 3.89 -0.086
C -8.52 -1.19 3.94 -0.092
C -9.08 -1.54 5.16 -0.096
H -8.89 -1.43 7.30 0.097
H -6.78 -0.14 7.22 0.099
H -5.78 0.46 5.04 0.088
H -6.90 -0.20 2.94 0.095
H -9.01 -1.48 3.01 0.099
H -10.00 -2.11 5.19 0.079
C 6.37 5.43 -2.07 -0.124
C 5.06 5.19 -2.49 -0.117
C 4.44 3.98 -2.18 -0.087
C 5.12 3.02 -1.44 -0.089
C 6.42 3.27 -1.02 -0.086
C 7.05 4.47 -1.34 -0.101
H 6.85 6.37 -2.32 0.099
H 4.53 5.94 -3.07 0.101
H 3.43 3.79 -2.52 0.103
H 4.64 2.09 -1.20 0.035
H 6.95 2.52 -0.44 0.102
H 8.06 4.65 -1.01 0.097
C -12.87 -6.37 4.63 -0.098
C -12.88 -6.30 6.02 -0.099
C -12.66 -5.08 6.65 -0.098
C -12.45 -3.93 5.89 -0.104
C -12.45 -4.01 4.50 -0.102
C -12.65 -5.23 3.87 -0.096
H -13.03 -7.33 4.14 0.100
H -13.05 -7.19 6.61 0.099
H -12.66 -5.02 7.73 0.099
H -12.29 -2.98 6.38 0.098
H -12.29 -3.11 3.91 0.099
H -12.64 -5.29 2.79 0.100
C 5.10 -1.68 -5.50 -0.117
C 5.19 -3.06 -5.38 -0.114
C 4.94 -3.67 -4.16 -0.092
C 4.60 -2.90 -3.05 -0.069
C 4.51 -1.52 -3.17 -0.086
C 4.77 -0.91 -4.39 -0.103
H 5.30 -1.20 -6.45 0.085
H 5.45 -3.66 -6.25 0.077
H 5.01 -4.75 -4.06 0.097
H 4.40 -3.38 -2.09 0.072
H 4.24 -0.92 -2.30 0.036
H 4.70 0.17 -4.48 0.092
C -2.88 -3.68 0.29 -0.122
C -1.86 -4.63 0.37 -0.110
C -0.54 -4.22 0.48 -0.075
C -0.23 -2.87 0.53 -0.064
C -1.24 -1.92 0.45 -0.091
C -2.56 -2.33 0.32 -0.112
H -3.91 -4.00 0.20 0.088
H -2.11 -5.69 0.34 0.091
H 0.26 -4.96 0.54 0.107
H 0.81 -2.56 0.62 0.083
H -1.00 -0.87 0.48 0.065
H -3.35 -1.59 0.26 0.087
C 3.37 9.18 1.56 -0.102
C 3.45 8.00 0.84 -0.089
C 4.67 7.55 0.37 -0.083
C 5.83 8.29 0.62 -0.093
C 5.75 9.47 1.34 -0.104
C 4.52 9.92 1.81 -0.106
H 2.42 9.53 1.93 0.098
H 2.55 7.42 0.65 0.103
H 4.73 6.63 -0.20 0.082
H 6.78 7.94 0.25 0.096
H 6.65 10.05 1.54 0.097
H 4.46 10.85 2.37 0.096
C 7.04 -2.02 -9.15 -0.097
C 6.35 -3.20 -9.37 -0.096
C 5.61 -3.38 -10.53 -0.097
C 5.58 -2.37 -11.49 -0.103
C 6.28 -1.19 -11.28 -0.103
C 7.01 -1.01 -10.11 -0.098
H 7.62 -1.88 -8.24 0.103
H 6.38 -3.99 -8.62 0.095
H 5.06 -4.30 -10.70 0.100
H 5.01 -2.50 -12.40 0.097
H 6.26 -0.40 -12.03 0.097
H 7.55 -0.09 -9.94 0.099
```

---

A molecular structure, C31H48O2P2Pb, computed with wB97M-V/def2-TZVPD.

The HOMO-LUMO gap (alpha / beta) is 6.171 / 6.140 eV. Its net charge is +2. The energy comes out at -2235.408955 Eh. As for the highest occupied orbital energy (alpha / beta): -13.7 / -13.7 eV.

XYZ file:
```
84
Properties=species:S:1:pos:R:3:lowdin_charge:R:1
Pb 1.30 -3.50 -0.31 1.529
C 0.83 3.10 2.50 -0.104
C -0.57 3.02 2.30 -0.106
C 0.08 1.18 3.50 -0.131
C 1.23 1.97 3.26 -0.122
C -1.05 1.88 2.98 -0.132
C 1.69 4.23 2.12 0.014
H 1.15 4.94 1.47 0.087
H 2.59 3.89 1.59 0.070
H 2.00 4.79 3.02 0.127
C 2.59 1.66 3.72 0.014
H 3.29 2.46 3.45 0.088
H 2.93 0.72 3.27 0.094
H 2.62 1.54 4.81 0.118
C 0.08 -0.14 4.16 0.003
H 0.15 -0.05 5.26 0.119
H 0.96 -0.72 3.82 0.094
H -0.82 -0.69 3.91 0.090
C -2.48 1.60 3.21 0.007
H -2.96 2.51 3.60 0.115
H -2.60 0.80 3.95 0.095
H -3.02 1.34 2.28 0.091
C -1.38 3.83 1.39 0.005
H -2.33 4.12 1.87 0.117
H -1.63 3.24 0.50 0.066
H -0.86 4.73 1.05 0.085
C 0.60 2.45 -1.82 -0.100
C 0.07 3.68 -1.67 -0.100
C -1.31 4.23 -1.93 -0.174
C -2.36 3.16 -2.43 -0.182
C -2.79 2.26 -1.32 -0.111
C -2.12 1.26 -0.73 -0.122
C -0.85 0.55 -1.15 -0.185
C -0.10 1.22 -2.32 -0.199
H -1.35 4.99 -2.74 0.129
H -1.96 2.66 -3.33 0.107
H -1.73 4.76 -1.05 0.105
H -0.78 1.36 -3.18 0.103
H 1.70 2.42 -1.86 0.104
H 0.73 4.49 -1.35 0.103
H 0.70 0.55 -2.68 0.107
H -0.20 0.60 -0.25 0.096
H -2.44 0.94 0.28 0.087
H -1.00 -0.53 -1.38 0.070
H -3.24 3.74 -2.72 0.118
H -3.77 2.50 -0.87 0.122
P -0.66 -3.29 -2.53 0.719
P -2.14 -4.86 -0.42 0.761
C -1.36 -4.92 -3.16 -0.382
C -1.92 -5.79 -2.04 -0.444
H -0.54 -5.45 -3.66 0.084
H -2.13 -4.70 -3.92 0.090
H -2.91 -6.20 -2.33 0.083
H -1.24 -6.62 -1.80 0.086
C -3.15 -6.27 0.26 -0.311
H -3.66 -5.95 1.18 0.043
H -2.46 -7.09 0.50 0.042
H -3.90 -6.64 -0.47 0.054
C -3.67 -3.89 -0.92 -0.292
H -4.33 -4.47 -1.58 0.060
H -3.41 -2.94 -1.39 0.014
H -4.20 -3.66 0.02 0.044
C 1.07 -3.59 -3.11 -0.401
H 1.75 -2.76 -2.89 0.035
H 1.10 -3.74 -4.19 0.071
H 1.42 -4.53 -2.66 0.009
C -1.41 -2.25 -3.84 -0.241
H -2.41 -2.65 -4.08 0.054
H -0.80 -2.24 -4.75 0.064
H -1.52 -1.23 -3.45 0.018
O 2.06 -1.39 0.06 -0.301
C 3.29 -1.66 0.45 -0.572
O 3.66 -2.86 0.56 -0.096
C 4.07 -0.41 0.78 -0.123
C 3.38 0.78 0.43 -0.043
C 4.03 2.01 0.51 -0.089
C 5.26 2.11 1.17 -0.060
C 5.87 0.96 1.67 -0.060
C 5.27 -0.30 1.53 0.006
H 2.32 0.77 0.14 0.104
H 3.50 2.90 0.13 0.094
H 5.67 3.11 1.35 0.121
H 6.78 1.07 2.26 0.118
H 5.74 -1.14 2.07 0.133
```

---

2 unconnected molecules or ions with the total composition C4H6OS, computed with wB97M-V/def2-TZVPD.

The HOMO-LUMO gap (alpha / beta) is 7.935 / 6.092 eV. The energy above the lowest of the compared OMol25 structures with the same formula, charge and spin is 4.5336 eV. The energy comes out at -629.280561 Eh. As for the highest occupied orbital energy (alpha / beta): -8.1 / -7.7 eV.

XYZ file:
```
12
Properties=species:S:1:pos:R:3:nbo_charge:R:1
C -3.11 -1.00 0.53 -0.448
C -1.81 -1.10 0.39 -0.397
C 2.23 -0.82 0.12 0.664
C 2.76 -0.39 -1.22 -0.787
O 2.54 -1.31 1.11 -0.425
S -0.80 -0.06 -0.56 -0.039
H -3.63 -1.87 1.15 0.202
H -3.85 -0.25 0.08 0.216
H -1.10 -1.69 0.87 0.218
H 3.77 0.25 -1.29 0.259
H 3.02 -1.22 -1.81 0.263
H 1.97 0.21 -1.79 0.273
```

---

9 unconnected molecules or ions with the total composition C22H59Cl6O22P5, computed with wB97M-V/def2-TZVPD.

The HOMO-LUMO gap is 10.468 eV. Its SMILES is COP(=O)(OC)OC.COP(=O)(OC)OC.COP(=O)(OC)OC.COP(=O)(OC)OC.COP(=O)(OC)OC.CCOC(C)=O.ClCCl.ClCCl.ClCCl. The energy comes out at -6997.139913 Eh. As for the highest occupied orbital energy: -10.3 eV.

XYZ file:
```
114
Properties=species:S:1:pos:R:3:lowdin_charge:R:1
C 32.62 -13.55 18.74 -0.930
Cl 32.24 -14.11 20.40 0.461
Cl 34.30 -12.78 18.71 0.425
H 32.70 -14.40 18.06 0.022
H 31.79 -12.87 18.54 0.022
C 21.95 -12.91 11.51 -0.938
Cl 20.84 -11.49 11.69 0.454
Cl 23.32 -12.64 12.68 0.434
H 21.45 -13.80 11.88 0.018
H 22.32 -13.05 10.49 0.031
C 25.12 -15.56 17.62 -0.986
Cl 26.47 -14.32 17.79 0.442
Cl 23.57 -15.12 18.36 0.498
H 24.95 -15.70 16.55 0.015
H 25.43 -16.55 17.93 0.030
C 15.67 -18.63 20.33 -0.112
O 15.68 -17.33 20.94 -0.224
P 16.66 -17.28 22.27 0.493
O 16.33 -18.24 23.36 -0.253
O 18.20 -17.34 21.74 -0.219
C 19.21 -17.51 22.68 -0.125
O 16.34 -15.75 22.80 -0.244
C 15.03 -15.42 23.35 -0.093
H 16.61 -19.18 20.35 0.085
H 15.40 -18.59 19.27 0.086
H 14.81 -19.13 20.79 0.091
H 18.80 -17.37 23.68 0.087
H 20.06 -16.87 22.44 0.093
H 19.63 -18.52 22.63 0.090
H 14.55 -14.62 22.79 0.077
H 15.06 -15.00 24.35 0.087
H 14.33 -16.25 23.19 0.082
C 31.90 -21.31 14.12 -0.098
O 30.53 -20.91 13.99 -0.236
P 29.98 -19.46 14.57 0.515
O 31.01 -18.60 15.26 -0.269
O 29.27 -18.67 13.28 -0.248
C 29.26 -17.25 13.14 -0.109
O 28.80 -19.91 15.52 -0.198
C 27.55 -20.30 15.00 -0.123
H 31.90 -22.31 14.54 0.087
H 32.51 -20.59 14.66 0.080
H 32.30 -21.42 13.11 0.083
H 29.74 -16.89 12.22 0.086
H 29.87 -16.83 13.94 0.074
H 28.23 -16.90 13.22 0.086
H 26.88 -19.47 14.79 0.090
H 27.04 -20.87 15.79 0.087
H 27.54 -21.08 14.24 0.094
C 27.62 -17.94 24.64 -0.123
O 27.22 -19.27 24.38 -0.234
P 27.93 -19.98 23.11 0.458
O 27.56 -19.22 21.92 -0.217
O 29.55 -20.15 23.50 -0.243
C 30.14 -21.13 24.34 -0.100
O 27.44 -21.51 23.11 -0.219
C 26.12 -21.87 22.90 -0.133
H 26.95 -17.33 24.04 0.092
H 28.67 -17.67 24.46 0.091
H 27.44 -17.82 25.70 0.089
H 30.84 -21.75 23.77 0.088
H 29.35 -21.68 24.84 0.087
H 30.76 -20.50 24.98 0.089
H 25.54 -21.67 23.80 0.097
H 26.02 -22.80 22.36 0.096
H 25.66 -21.21 22.16 0.083
C 20.01 -19.83 17.21 -0.123
O 20.80 -20.81 17.78 -0.212
P 20.35 -22.25 18.28 0.554
O 19.11 -22.72 17.60 -0.260
O 21.69 -23.24 18.02 -0.228
C 21.55 -24.55 17.69 -0.172
O 20.37 -22.01 19.95 -0.242
C 19.93 -23.09 20.81 -0.104
H 20.63 -19.40 16.43 0.092
H 19.76 -19.02 17.90 0.092
H 19.09 -20.18 16.74 0.088
H 20.66 -24.83 17.13 0.091
H 21.62 -25.18 18.58 0.082
H 22.51 -24.74 17.20 0.093
H 19.39 -22.86 21.73 0.087
H 20.82 -23.70 20.99 0.082
H 19.24 -23.79 20.33 0.078
C 28.39 -8.43 22.62 -0.078
O 27.38 -8.90 21.71 -0.223
P 25.88 -8.60 22.09 0.342
O 25.76 -7.18 22.38 -0.222
O 25.08 -9.22 20.84 -0.190
C 25.60 -8.99 19.56 -0.125
O 25.53 -9.55 23.29 -0.179
C 24.38 -9.36 24.04 -0.129
H 28.77 -7.48 22.25 0.090
H 29.27 -9.06 22.62 0.087
H 28.01 -8.31 23.64 0.088
H 26.68 -9.17 19.53 0.082
H 25.39 -7.96 19.27 0.095
H 25.21 -9.66 18.80 0.091
H 23.68 -10.17 23.82 0.085
H 23.84 -8.43 23.90 0.097
H 24.47 -9.67 25.08 0.090
O 16.49 -13.86 16.63 0.075
C 15.78 -13.04 17.21 -0.501
O 16.30 -12.04 17.94 -0.024
C 17.65 -11.93 18.17 -0.260
C 17.82 -10.99 19.37 -0.061
C 14.29 -13.14 17.35 0.019
H 18.12 -11.41 17.33 0.127
H 18.10 -12.91 18.34 0.128
H 17.31 -11.39 20.24 0.075
H 17.34 -10.02 19.18 0.076
H 18.89 -10.86 19.52 0.078
H 14.01 -13.69 16.45 0.091
H 13.82 -12.15 17.39 0.086
H 13.98 -13.58 18.29 0.093
```